Entry 1:
This record from the Open Molecules 2025 dataset describes C36H59O27SSi2 as an isolated structure. The level of theory is ωB97M-V/def2-TZVPD.

Cartesian coordinates (Å):
O (2.454, -0.003, -0.059)
C (2.613, -0.435, 1.222)
O (3.021, 0.536, 2.264)
Si (2.358, -2.333, 1.659)
O (3.919, -3.120, 1.271)
Si (4.704, -3.539, 2.827)
C (5.189, -1.996, 3.870)
C (6.484, -1.156, 3.321)
C (6.574, -0.986, 1.694)
S (7.822, -2.202, 0.909)
H (1.259, -2.938, 0.885)
H (2.037, -2.397, 3.081)
H (5.795, -4.493, 2.597)
H (3.651, -4.249, 3.593)
H (5.489, -2.392, 4.955)
H (4.269, -1.279, 4.013)
H (7.486, -1.572, 3.819)
H (6.374, -0.052, 3.763)
H (7.057, 0.089, 1.502)
H (5.548, -0.976, 1.133)
H (7.318, -2.358, -0.411)
C (-0.008, 2.952, 2.637)
C (-0.974, 1.794, 2.498)
C (-1.258, 1.407, 1.078)
O (-2.536, 0.804, 1.182)
C (-3.150, 1.388, 2.256)
O (-4.327, 1.254, 2.536)
O (-2.264, 2.146, 2.971)
H (-0.274, 3.776, 1.966)
H (-0.035, 3.356, 3.655)
H (1.015, 2.639, 2.408)
H (-0.624, 0.939, 3.090)
H (-0.525, 0.700, 0.680)
H (-1.337, 2.263, 0.398)
C (-3.174, -0.713, -1.462)
C (-3.179, -0.028, -2.814)
C (-4.295, 0.957, -2.992)
O (-4.453, 0.979, -4.400)
C (-4.051, -0.249, -4.851)
O (-4.220, -0.658, -5.985)
O (-3.436, -0.957, -3.854)
H (-4.173, -1.075, -1.196)
H (-2.516, -1.588, -1.477)
H (-2.835, -0.028, -0.678)
H (-2.200, 0.427, -3.008)
H (-4.044, 1.951, -2.613)
H (-5.242, 0.631, -2.546)
C (-1.721, -6.593, 4.254)
C (-0.791, -5.565, 4.865)
C (-0.318, -4.522, 3.898)
O (0.907, -4.109, 4.479)
C (1.379, -5.182, 5.183)
O (2.497, -5.258, 5.660)
O (0.429, -6.162, 5.275)
H (-1.328, -6.971, 3.304)
H (-1.827, -7.459, 4.916)
H (-2.711, -6.164, 4.071)
H (-1.257, -5.117, 5.752)
H (-1.012, -3.681, 3.814)
H (-0.107, -4.916, 2.897)
C (0.015, -1.479, -7.714)
C (0.302, -0.773, -6.405)
C (-0.884, -0.060, -5.826)
O (-0.272, 0.946, -5.036)
C (0.934, 1.215, -5.624)
O (1.652, 2.153, -5.330)
O (1.223, 0.289, -6.590)
H (-0.531, -0.828, -8.406)
H (0.949, -1.756, -8.214)
H (-0.580, -2.382, -7.549)
H (0.743, -1.476, -5.688)
H (-1.507, -0.713, -5.210)
H (-1.510, 0.430, -6.580)
C (-8.049, 5.489, -5.645)
C (-6.589, 5.341, -5.269)
C (-5.852, 4.321, -6.083)
O (-4.800, 3.945, -5.211)
C (-5.268, 4.139, -3.940)
O (-4.708, 3.749, -2.931)
O (-6.451, 4.826, -3.955)
H (-8.538, 4.512, -5.736)
H (-8.593, 6.040, -4.870)
H (-8.156, 6.018, -6.597)
H (-6.093, 6.320, -5.296)
H (-5.456, 4.733, -7.015)
H (-6.446, 3.428, -6.309)
C (-4.872, -0.961, 6.554)
C (-4.029, -2.145, 6.984)
C (-3.147, -2.689, 5.900)
O (-2.967, -4.034, 6.309)
C (-4.083, -4.370, 7.025)
O (-4.363, -5.502, 7.376)
O (-4.843, -3.265, 7.292)
H (-5.363, -1.150, 5.594)
H (-5.668, -0.771, 7.281)
H (-4.259, -0.060, 6.456)
H (-3.457, -1.891, 7.885)
H (-2.188, -2.169, 5.838)
H (-3.620, -2.691, 4.911)
C (-3.645, 6.333, -1.348)
C (-3.596, 6.146, 0.154)
C (-3.563, 7.432, 0.925)
O (-2.935, 7.040, 2.134)
C (-2.129, 5.980, 1.821)
O (-1.296, 5.501, 2.569)
O (-2.381, 5.532, 0.553)
H (-2.903, 7.067, -1.683)
H (-3.409, 5.394, -1.861)
H (-4.634, 6.671, -1.669)
H (-4.419, 5.498, 0.479)
H (-4.562, 7.832, 1.118)
H (-2.949, 8.208, 0.456)
C (12.654, -1.071, -1.912)
C (11.688, -2.229, -2.051)
C (11.404, -2.616, -3.471)
O (10.125, -3.219, -3.367)
C (9.511, -2.635, -2.293)
O (8.334, -2.769, -2.013)
O (10.398, -1.877, -1.578)
H (12.387, -0.247, -2.583)
H (12.627, -0.667, -0.894)
H (13.677, -1.385, -2.140)
H (12.038, -3.084, -1.459)
H (12.136, -3.323, -3.869)
H (11.324, -1.760, -4.151)

Computed properties:
- LUMO level (eV) = 1.5
- electronic energy (a.u.) = -4415.93960
- largest force on an atom (eV Å⁻¹) = 7.19
- net charge = -1
- HOMO energy (eV) = -4.59

Atom charges from the Löwdin analysis, given in e for atoms 1 to 2: number 1, O, carries -0.240; number 2, C, carries -0.568

Entry 2:
This record from the Open Molecules 2025 dataset describes a 2-piece molecular cluster, BrH5N3OP overall. The level of theory is ωB97M-V/def2-TZVPD.

Cartesian coordinates (Å):
N (0.771, 1.647, -0.108)
N (-0.681, -0.637, 0.984)
N (1.267, -0.673, -1.384)
O (-1.072, 0.828, -1.640)
P (0.193, 0.408, -1.013)
Br (-1.449, -0.579, 2.679)
H (1.282, 1.263, 0.563)
H (0.015, 2.147, 0.287)
H (0.219, -1.128, 1.074)
H (-1.320, -1.064, 0.407)
H (0.914, -1.108, -2.243)

Computed properties:
- ΔE to the lowest compared entry with this formula, charge and spin (kJ/mol) = 150.6
- LUMO level (eV) = -0.5
- electronic energy (a.u.) = -3157.86249
- largest force on an atom (eV Å⁻¹) = 5.30
- HOMO energy (eV) = -10.27

Atom charges from the natural (NBO) analysis, given in e for atoms 1 to 2: number 1, N, carries -1.126; number 2, N, carries -0.933

The lowest largest force on an atom belongs to which entry? BrH5N3OP